{
  "formula": "C2H3ClO2P",
  "method": "the ωB97M-V functional and the def2-TZVPD basis",
  "homo_energy_ev": -2.3824,
  "homo_lumo_gap_ev": 6.02,
  "max_force_ev_per_a": 4.3,
  "total_charge": -1,
  "de_lowest_kcal_mol": 109.77,
  "elements": ["C", "C", "O", "O", "P", "Cl", "H", "H", "H"],
  "xyz": [[-2.984, 0.231, -0.155], [0.956, -0.404, -0.596], [-3.409, 0.551, 0.855], [-2.948, -0.108, -1.249], [-0.418, 0.406, 0.169], [2.516, 0.370, -0.195], [0.882, -0.608, -1.600], [-0.340, 1.696, 0.240], [0.002, 0.409, 1.583]],
  "forces_ev_per_angstrom": [[0.617, -0.404, -0.761], [-0.876, 0.678, 2.643], [-0.995, 1.122, 3.385], [-0.091, -0.880, -2.988], [0.881, -3.988, 1.253], [0.612, 0.178, -0.122], [-0.120, -0.309, -2.306], [0.402, 3.963, -0.368], [-0.430, -0.360, -0.735]],
  "nbo_charge": [1.01, -0.94, -0.57, -0.57, 0.30, -0.19, 0.17, -0.13, -0.07]
}

=====

{
  "formula": "C2H3ClO2S",
  "method": "the ωB97M-V functional and the def2-TZVPD basis",
  "homo_energy_ev": -10.1052,
  "homo_lumo_gap_ev": 8.36,
  "max_force_ev_per_a": 1.4,
  "total_charge": 0,
  "de_lowest_kcal_mol": 45.63,
  "elements": ["C", "C", "O", "O", "S", "Cl", "H", "H", "H"],
  "xyz": [[1.620, -0.368, 0.048], [0.912, 0.738, -0.046], [-1.523, -1.427, 0.132], [-0.463, 0.820, -0.297], [-1.803, -0.174, -0.472], [-3.922, 0.317, 0.370], [1.193, -1.348, -0.056], [2.675, -0.294, 0.238], [1.310, 1.735, 0.083]],
  "forces_ev_per_angstrom": [[-0.099, -0.035, -0.062], [-0.572, -0.281, 0.533], [0.173, -0.420, 0.382], [-1.386, 0.008, -0.279], [0.702, 0.744, -0.572], [1.227, 0.106, 0.060], [-0.152, -0.187, 0.005], [0.172, 0.081, -0.016], [-0.064, -0.016, -0.052]],
  "nbo_charge": [-0.45, 0.13, -0.82, -0.74, 1.65, -0.42, 0.22, 0.22, 0.20]
}

=====

{
  "formula": "C2H3ClO6S2",
  "method": "the ωB97M-V functional and the def2-TZVPD basis",
  "homo_energy_ev": -11.1053,
  "homo_lumo_gap_ev": 10.65,
  "max_force_ev_per_a": 4.6,
  "total_charge": 0,
  "elements": ["C", "C", "O", "O", "O", "O", "O", "O", "S", "S", "Cl", "H", "H", "H"],
  "xyz": [[1.744, 0.176, 0.383], [-1.245, 0.056, -0.744], [-0.967, 2.716, -0.670], [-0.708, 1.362, 1.457], [-0.429, -1.935, 1.329], [-0.221, -2.691, -1.057], [1.027, 1.320, -0.249], [1.244, -1.049, -0.258], [-0.579, 1.516, 0.050], [-0.179, -1.686, -0.027], [-2.840, -0.067, -0.109], [2.776, 0.055, 0.165], [1.563, 0.244, 1.493], [-1.188, -0.015, -1.765]],
  "forces_ev_per_angstrom": [[-3.453, -0.103, 0.533], [0.686, -2.090, 4.018], [0.560, -2.112, 1.090], [-0.517, 0.081, 0.028], [-0.491, -0.094, 1.188], [-0.562, 0.745, 1.035], [0.854, -1.047, -0.026], [1.107, 0.847, 0.743], [1.948, 1.392, -0.799], [-0.279, 1.907, -3.364], [-0.841, -0.268, -0.227], [0.758, 1.109, -0.582], [-0.066, -0.444, -1.179], [0.298, 0.076, -2.458]],
  "nbo_charge": [0.21, -0.67, -0.86, -0.90, -0.86, -0.87, -0.72, -0.73, 2.33, 2.32, 0.07, 0.22, 0.21, 0.25]
}

=====

{
  "formula": "C2H3ClS",
  "method": "the ωB97M-V functional and the def2-TZVPD basis",
  "homo_energy_ev": -8.3448,
  "homo_lumo_gap_ev": 6.37,
  "max_force_ev_per_a": 2.7,
  "total_charge": 0,
  "de_lowest_kcal_mol": 86.62,
  "elements": ["C", "C", "S", "Cl", "H", "H", "H"],
  "xyz": [[-0.173, -0.190, 1.336], [0.567, -0.402, 0.316], [-1.138, 0.339, -2.033], [0.354, 1.197, -3.050], [0.115, -0.466, 2.350], [-1.145, 0.279, 1.279], [1.420, -0.757, -0.198]],
  "forces_ev_per_angstrom": [[-0.306, 0.066, 0.770], [-1.866, 0.605, -1.865], [1.131, -0.753, 1.978], [0.321, 0.279, -0.388], [0.352, -0.022, -0.036], [-0.126, 0.013, -0.205], [0.494, -0.187, -0.254]],
  "nbo_charge": [-0.50, 0.08, -0.13, -0.18, 0.24, 0.27, 0.22]
}

=====

{
  "formula": "C2H3ClS",
  "method": "the ωB97M-V functional and the def2-TZVPD basis",
  "homo_energy_ev": -9.1241,
  "smiles": "CC(=S)Cl",
  "homo_lumo_gap_ev": 8.67,
  "max_force_ev_per_a": 4.8,
  "total_charge": 0,
  "de_lowest_kcal_mol": 7.36,
  "elements": ["C", "C", "S", "Cl", "H", "H", "H"],
  "xyz": [[-0.256, -0.622, 0.468], [0.308, 0.731, -0.290], [-0.340, 2.190, -0.311], [1.375, 0.243, -1.536], [-0.486, -1.261, -0.426], [0.515, -0.905, 1.126], [-1.115, -0.376, 0.969]],
  "forces_ev_per_angstrom": [[1.771, 2.367, -3.829], [-2.173, -2.037, 0.400], [0.120, 0.158, 0.618], [1.000, -0.161, -0.322], [0.461, 0.069, 1.309], [0.857, -1.027, 0.552], [-2.036, 0.631, 1.273]],
  "nbo_charge": [-0.63, -0.20, 0.12, 0.03, 0.23, 0.23, 0.22]
}

=====

{
  "formula": "C2H3ClSi",
  "method": "the ωB97M-V functional and the def2-TZVPD basis",
  "homo_energy_ev": -10.6774,
  "homo_lumo_gap_ev": 8.55,
  "max_force_ev_per_a": 3.3,
  "total_charge": 0,
  "de_lowest_kcal_mol": 53.54,
  "elements": ["C", "C", "Si", "Cl", "H", "H", "H"],
  "xyz": [[-2.037, -0.816, 0.139], [-0.891, -0.469, 0.169], [0.883, 0.255, 0.008], [3.524, -0.128, 0.114], [-3.093, -1.084, 0.111], [0.868, 0.821, -1.415], [0.746, 1.421, 0.874]],
  "forces_ev_per_angstrom": [[-1.524, -0.341, 0.000], [2.936, -0.163, -0.037], [0.149, 1.353, -1.451], [-3.272, -0.059, 0.081], [0.896, 0.210, 0.043], [0.307, -0.848, 0.849], [0.508, -0.152, 0.515]],
  "nbo_charge": [-0.15, -0.50, 1.14, -0.46, 0.25, -0.13, -0.15]
}

=====

{
  "formula": "C2H3CoO2",
  "method": "the ωB97M-V functional and the def2-TZVPD basis",
  "homo_energy_ev": [-21.4036, -22.5908],
  "multiplicity": 5,
  "homo_lumo_gap_ev": [8.83, 8.76],
  "max_force_ev_per_a": 5.2,
  "total_charge": 2,
  "de_lowest_kcal_mol": 8.44,
  "s2": 6.007,
  "elements": ["H", "C", "O", "Co", "O", "C", "H", "H"],
  "xyz": [[-0.686, 0.626, -1.219], [-1.131, -0.131, -0.350], [-2.066, -0.104, 0.464], [-0.818, -0.954, 1.964], [0.058, -0.373, 0.205], [1.171, 0.313, -0.606], [1.523, 1.091, 0.091], [1.948, -0.469, -0.548]],
  "forces_ev_per_angstrom": [[-3.119, -1.933, 0.284], [1.113, 5.104, 0.036], [0.986, -1.733, -0.828], [-0.777, 0.441, -0.476], [0.560, -1.249, 0.080], [2.178, -1.667, 3.734], [-0.678, 0.884, -1.150], [-0.263, 0.153, -1.680]],
  "nbo_charge": [0.27, 0.68, -0.57, 1.74, -0.67, 0.13, 0.21, 0.22]
}

=====

{
  "formula": "C2H3CsFO",
  "method": "the ωB97M-V functional and the def2-TZVPD basis",
  "homo_energy_ev": [-8.0381, -8.0381],
  "multiplicity": 2,
  "homo_lumo_gap_ev": [7.78, 5.69],
  "max_force_ev_per_a": 1.2,
  "total_charge": 0,
  "de_lowest_kcal_mol": 0.00,
  "s2": 0.768,
  "elements": ["H", "O", "C", "C", "H", "H", "F", "Cs"],
  "xyz": [[-0.792, -1.547, 0.165], [-0.361, 1.061, -0.007], [-1.474, 0.517, -0.047], [-1.652, -0.894, 0.002], [-2.377, 1.150, -0.082], [-2.648, -1.323, -0.102], [5.820, -0.229, -0.033], [3.483, 1.266, 0.103]],
  "forces_ev_per_angstrom": [[-0.284, 0.247, -0.144], [-0.376, -0.341, -0.029], [0.478, 0.303, 0.226], [-0.050, -0.154, 0.017], [0.071, -0.145, -0.136], [0.307, 0.087, 0.072], [-1.028, 0.642, 0.053], [0.882, -0.639, -0.058]],
  "lowdin_spin": [0.03, 0.28, 0.09, 0.57, 0.00, 0.03, 0.00, 0.00]
}